No. 1
Below is an isolated ion of composition C21H29N2O2S and charge +1 in a non-equilibrium geometry, with properties calculated with ωB97M-V/def2-TZVPD.

```
55
Properties=species:S:1:pos:R:3:forces:R:3
H 3.995 -2.498 0.330 -0.09 -0.09 -0.01
H 0.333 2.701 -0.023 0.24 0.15 -0.08
S -1.523 0.986 0.396 0.59 0.17 -0.98
C 6.405 0.483 0.660 0.03 0.06 -0.01
N 1.883 0.277 0.329 -0.38 -0.02 0.31
H -1.264 -1.541 -1.029 0.08 -0.12 0.00
H -1.732 1.036 -1.809 -0.23 0.02 -0.15
C 6.850 -0.710 0.114 -0.01 0.00 0.00
H 2.087 0.631 -2.641 0.06 -0.03 -0.03
H 0.740 -0.492 -2.752 0.06 -0.03 -0.02
C -4.353 2.292 0.845 -0.11 0.29 0.10
H 2.357 -1.292 1.627 -0.08 0.10 -0.04
H 6.323 -2.716 -0.413 0.04 -0.09 -0.03
C -1.801 -1.977 -0.190 0.02 -0.39 0.02
H -6.401 0.622 0.655 -0.08 0.11 0.02
H 4.762 1.539 1.516 -0.04 0.12 0.07
H -5.388 2.598 0.973 -0.03 -0.01 -0.01
C 2.767 -0.312 1.373 0.48 -0.22 0.33
H 2.698 0.327 2.255 -0.12 -0.02 -0.09
C 5.090 0.612 1.071 -0.04 -0.06 0.02
H -4.280 -2.964 -0.207 0.04 -0.12 -0.04
H -7.592 -1.375 -0.157 -0.08 0.00 -0.03
H 7.085 1.313 0.774 0.07 0.08 0.02
N -0.963 0.822 -1.195 -0.92 -0.11 0.75
C -4.281 -1.905 0.003 0.09 0.19 0.03
O -1.614 2.372 0.744 -0.55 -0.07 0.12
H -3.911 2.880 0.044 -0.05 0.08 0.01
H -2.015 -3.020 -0.406 -0.01 -0.04 -0.02
C -5.491 -1.256 0.219 0.17 0.13 -0.01
O -0.554 0.245 1.200 -0.46 -0.16 0.19
C -3.089 0.141 0.326 0.59 0.30 -0.01
C -3.073 -1.228 0.052 0.02 -0.37 -0.07
H 1.109 -1.406 -0.630 0.05 0.04 0.11
H 2.466 2.223 0.858 0.06 -0.13 -0.01
C 1.778 -0.579 -0.873 -0.06 -0.33 -0.67
H 0.074 1.891 -2.628 -0.08 -0.09 0.18
H 3.117 1.636 -0.681 -0.04 -0.06 0.15
H 7.876 -0.810 -0.202 0.11 -0.01 -0.03
C -6.780 -2.008 0.189 -0.04 -0.03 0.04
C 1.255 0.198 -2.085 -0.23 0.25 0.06
H -6.708 -2.882 -0.453 -0.04 -0.06 -0.04
C -4.284 0.830 0.547 -0.23 0.18 0.03
C 1.043 2.317 -0.754 -0.02 0.00 0.02
C 4.662 -1.650 0.403 0.01 0.05 0.08
C -5.468 0.105 0.486 0.21 -0.06 -0.01
H 2.768 -0.980 -1.104 -0.17 0.04 0.12
C 0.310 1.350 -1.707 0.55 -0.07 -0.01
H 0.901 0.312 0.752 0.61 -0.08 -0.16
C 5.978 -1.778 -0.007 0.01 -0.05 -0.04
C 4.202 -0.450 0.936 -0.05 -0.02 0.01
H 1.417 3.169 -1.321 0.01 -0.02 0.04
C 2.229 1.659 -0.045 0.11 0.71 -0.23
H -1.166 -1.922 0.692 0.07 -0.12 -0.05
H -3.801 2.530 1.751 -0.06 0.09 0.02
H -7.026 -2.349 1.194 -0.06 -0.04 0.05
```
Forces are in eV/Å.

Its LUMO energy is -2.13 eV. Its spin multiplicity is 1. The calculation puts the total energy at -40152.4693 eV. The calculation puts the orbital gap at 9.80 eV. The molecular weight is 373.542 g/mol. As for the net charge: +1. The HOMO energy comes out at -0.4384 Ha. The structure (SMILES) is Cc1cc(C)c(S(=O)(=O)N[C@H]2CC[N@H+](Cc3ccccc3)CC2)c(C)c1.


No. 2
Below is a 4-piece molecular cluster, C9H25N3O4 overall in a non-equilibrium geometry, with properties calculated with ωB97M-V/def2-TZVPD.

```
41
Properties=species:S:1:pos:R:3:forces:R:3
H 13.274 -37.304 1.799 -6.32 4.07 0.59
N 15.343 -36.807 1.270 -1.41 -3.14 -3.64
C 16.808 -31.881 3.821 -2.10 1.60 0.48
O 13.898 -35.722 -0.381 1.75 -1.90 3.08
C 16.132 -35.394 -0.814 0.03 1.34 1.43
H 16.316 -37.346 4.495 0.78 0.01 -0.57
H 16.643 -36.154 -1.378 0.64 -0.02 -0.10
H 14.713 -35.660 5.298 -1.63 -2.76 -0.93
H 20.583 -36.490 2.926 0.13 -0.14 -1.37
H 15.963 -31.058 3.638 1.54 -1.97 1.14
H 16.210 -34.434 3.800 0.70 -2.41 -1.45
H 17.079 -38.656 5.178 1.21 -1.74 4.01
C 14.164 -37.595 1.666 5.64 -0.85 1.24
H 16.023 -37.610 0.991 -1.12 2.09 0.25
C 17.098 -38.117 4.343 -2.54 1.00 -4.59
H 17.300 -34.826 1.975 0.74 1.66 -1.58
N 18.690 -37.113 2.459 -4.68 -1.11 -1.58
H 16.613 -38.949 3.720 0.61 1.30 -0.14
O 17.127 -32.767 5.921 -0.72 -2.32 -1.47
O 16.896 -35.214 2.714 -0.70 -1.56 0.61
N 15.670 -34.058 4.574 -2.71 1.15 1.61
H 15.843 -34.508 -1.415 -1.14 -1.40 -0.50
C 15.302 -34.963 5.728 0.75 3.58 3.30
O 19.455 -38.134 4.504 -4.19 2.45 -3.87
C 15.012 -35.979 0.044 -1.89 2.65 -4.51
C 16.647 -32.954 4.822 -0.87 4.43 4.83
H 14.075 -38.389 1.084 -0.28 -3.09 -3.76
H 14.707 -33.879 4.121 2.06 0.93 0.73
H 18.028 -36.292 2.426 0.06 0.93 1.26
H 16.746 -32.476 3.013 0.49 -1.13 -4.22
C 20.071 -36.862 2.005 -0.32 -3.43 3.39
H 20.241 -37.921 1.796 1.91 0.38 -0.05
H 14.378 -38.149 2.506 1.01 -0.61 2.69
H 14.710 -34.482 6.658 0.88 -0.21 -2.78
H 20.057 -36.362 1.115 0.16 1.91 -1.97
H 16.149 -35.259 6.315 0.82 -0.73 -0.53
H 16.696 -34.702 -0.197 1.46 -0.85 0.77
H 18.054 -37.647 1.666 2.54 0.69 2.46
C 18.449 -37.755 3.825 5.07 -2.76 3.62
H 15.822 -36.206 1.907 1.18 1.69 2.21
H 17.756 -31.415 3.981 0.45 0.28 -0.11
```
Forces are in eV/Å.

Its LUMO energy is -7.32 eV. Its spin multiplicity is 1. The calculation puts the total energy at -22376.3920 eV. The calculation puts the orbital gap at 9.71 eV. The molecular weight is 239.316 g/mol. The energy above the lowest of the compared OMol25 structures with the same formula, charge and spin comes out at 147.2 kcal per mole. As for the net charge: +2. The HOMO energy comes out at -0.6258 Ha.


No. 3
Below is a 2-piece molecular cluster, CH3IOS overall in a non-equilibrium geometry, with properties calculated with ωB97M-V/def2-TZVPD.

```
7
Properties=species:S:1:pos:R:3:forces:R:3
I -4.896 0.051 -0.077 0.02 0.01 0.00
S 1.265 1.553 0.265 -0.12 0.27 -0.07
H -0.238 3.595 0.488 0.35 -1.36 -0.45
C -0.121 2.510 0.784 -0.32 1.49 1.42
H -1.085 1.990 0.787 0.29 -0.01 -0.31
H 0.197 2.610 1.825 -0.42 0.03 0.47
O 1.066 1.263 -1.167 0.19 -0.42 -1.06
```
Forces are in eV/Å.

Its LUMO energy (alpha / beta) is -0.85 / -3.43 eV. Its spin multiplicity is 1. The calculation puts the total energy at -22066.7634 eV. The calculation puts the orbital gap (alpha / beta) at 9.37 / 5.37 eV. The molecular weight is 190.005 g/mol. The energy above the lowest of the compared OMol25 structures with the same formula, charge and spin comes out at 30.4 kcal per mole. As for the net charge: 0. The HOMO energy (alpha / beta) comes out at -0.3756 / -0.3234 Ha.


No. 4
Below is a 21-piece molecular cluster, C12H40F23NO20 overall in a non-equilibrium geometry, with properties calculated with ωB97M-V/def2-TZVPD.

```
96
Properties=species:S:1:pos:R:3:forces:R:3
F -1.578 1.142 3.677 -0.08 -1.37 -2.11
O 4.698 0.607 -5.988 0.59 0.36 1.78
H -0.301 -1.714 -3.956 1.97 0.53 -1.04
H 5.011 1.436 2.236 0.90 -2.25 0.36
O 0.494 0.732 -6.031 0.65 1.60 -1.17
H -2.218 -6.321 1.955 -0.23 2.31 -0.19
O 5.546 0.584 2.339 -1.65 0.58 0.25
O -2.593 -3.241 -2.429 1.16 0.46 -0.80
H -5.876 -3.859 1.983 -0.45 0.22 -2.42
C 2.588 0.246 -0.637 -1.50 -2.13 0.68
N 1.159 0.667 -0.481 1.78 -0.12 -1.33
C 3.077 2.137 -2.408 1.74 0.56 -0.82
F 1.002 1.642 -3.346 0.03 0.95 0.88
F -0.695 -0.812 -1.378 -1.06 0.26 0.41
H 5.009 1.531 -5.717 -0.40 -1.93 -0.22
H 0.027 1.052 6.234 1.82 0.10 -1.45
H 1.148 0.686 -6.801 -1.31 0.42 1.68
C -2.676 0.014 1.787 0.71 0.90 1.82
F -3.413 1.161 1.822 0.10 -0.52 -0.02
C -1.360 0.295 2.584 1.67 0.88 1.75
H 1.501 -4.057 2.165 -0.06 0.70 2.09
H 2.808 -4.165 -2.663 0.46 1.68 -1.59
H -1.739 -3.688 -2.737 -1.86 1.32 0.49
F 3.761 3.002 -1.582 -0.95 -1.09 -0.31
O 0.867 3.741 4.488 1.07 1.33 -1.21
H -5.180 1.391 -3.187 1.26 -1.82 0.38
O 0.628 -1.698 -4.357 -0.98 0.84 -0.14
O -4.519 0.678 -2.907 -1.65 -0.34 -0.89
H 1.866 3.856 4.377 -2.25 0.08 0.04
O -2.849 4.231 1.457 0.18 -0.34 -1.76
F 1.554 2.883 -0.066 -0.73 0.52 -1.03
F -0.784 -0.828 3.056 -0.94 -0.92 0.39
O 3.589 -1.622 2.746 0.21 -1.43 -1.11
H -2.167 -1.027 -5.068 0.13 -0.01 2.15
O -3.062 -0.639 6.757 -0.83 -1.88 0.56
H 4.810 -0.009 -5.192 -0.16 1.61 -1.61
F -4.738 -1.092 2.124 0.09 0.67 0.67
H -4.913 -0.225 -3.136 0.41 2.08 0.49
H 2.673 -1.983 2.509 2.05 0.34 0.69
C -0.185 0.876 1.766 0.68 2.83 1.83
H -2.731 -4.854 2.476 0.82 -1.36 -1.31
H -5.658 2.699 -0.438 2.26 -0.14 0.33
F 3.626 2.381 -3.655 -1.08 -0.63 1.19
H 0.706 -0.875 -4.940 -0.51 -1.42 1.32
F 4.603 0.446 -1.810 2.37 0.11 0.83
H -2.643 -1.340 7.354 -1.20 1.39 -1.33
C 1.565 2.425 -2.384 1.66 0.53 -1.62
F 2.691 -1.152 -0.577 -0.16 1.98 -0.37
F -2.556 0.813 -0.475 1.46 1.36 0.63
O -2.219 -5.331 1.745 -0.63 -0.94 1.52
F -0.960 -2.189 0.236 0.15 1.07 0.84
H 2.413 -2.833 -3.532 1.06 -1.45 0.44
O 3.144 -3.511 -3.358 -1.68 -0.12 1.05
F -3.037 -2.287 2.430 1.04 -0.43 -0.07
H -2.634 -0.438 -3.611 1.20 -0.88 -1.23
O 6.136 3.273 -5.384 1.43 1.18 0.91
C 1.004 2.087 -1.026 -1.59 -2.72 3.42
H -5.517 -3.879 0.384 -1.31 0.21 1.77
F -0.647 2.100 1.426 -0.07 -0.17 -1.36
H 5.994 3.931 -4.629 0.60 -1.41 -1.67
H -5.064 -4.251 4.012 2.26 -0.37 0.27
O -6.262 -3.744 1.054 1.83 -0.42 0.52
O -4.069 -4.419 3.938 -1.07 0.51 1.80
F -3.316 -1.034 -0.218 -0.76 -2.46 0.09
F 1.052 -1.027 1.205 -0.50 1.24 -0.56
C 3.346 0.640 -1.977 -2.32 -0.06 -1.10
F 3.288 0.727 0.385 0.53 0.16 0.18
F 1.375 3.770 -2.660 -0.21 -1.83 0.42
O 4.941 4.872 0.644 0.97 -1.74 0.34
H 4.741 4.204 1.378 0.75 1.29 -1.78
H 0.860 -3.759 3.643 1.65 0.14 -1.56
H -3.970 -0.976 6.464 2.07 0.51 0.86
H 0.292 1.706 -5.846 0.72 -2.11 -0.58
F 2.991 -0.222 -2.988 -0.53 1.06 0.79
C -2.356 -0.288 0.284 -1.13 0.37 -0.66
O -4.672 2.699 -0.209 -1.14 -0.80 -1.79
H 0.984 1.738 5.094 -0.78 -1.45 1.39
H 7.117 3.285 -5.632 -2.13 0.15 0.76
H 5.722 4.524 0.105 -1.72 0.45 1.45
H -3.655 -4.269 4.849 -1.21 -0.24 -1.87
H -4.185 2.162 -0.916 -1.33 0.96 1.42
H 4.281 -2.288 2.428 -1.87 1.17 0.61
H 0.404 4.408 3.885 1.24 -1.43 1.20
F 0.876 1.228 2.625 -1.27 -1.68 -1.45
F -3.511 -0.835 3.941 0.00 0.40 -0.84
C 0.294 -0.045 0.609 0.85 -0.03 -0.55
H -3.645 3.777 1.029 1.78 0.80 0.38
O 0.868 0.926 5.686 -1.18 1.34 0.08
H 4.914 -0.154 2.620 0.63 1.69 -0.59
O -2.038 -1.115 -4.068 -1.70 1.64 -1.02
H -2.135 4.349 0.750 -1.88 -0.42 1.36
C -0.960 -0.865 -0.042 1.54 -0.29 -1.54
C -3.485 -1.064 2.626 -0.99 -0.38 -1.45
O 1.685 -3.644 3.070 -1.81 -0.95 -0.73
F -0.320 2.228 -1.142 -0.34 0.98 0.24
H -2.638 -2.322 -2.850 0.67 -2.33 0.47
```
Forces are in eV/Å.

Its LUMO energy is -0.48 eV. Its spin multiplicity is 1. The calculation puts the total energy at -118031.3851 eV. The calculation puts the orbital gap at 9.96 eV. The molecular weight is 955.393 g/mol. As for the net charge: 0. The HOMO energy comes out at -0.3835 Ha.


No. 5
Below is a single C2H5NOS molecule in a non-equilibrium geometry, with properties calculated with ωB97M-V/def2-TZVPD.

```
10
Properties=species:S:1:pos:R:3:forces:R:3
C 0.617 -0.665 -0.237 2.25 -0.39 -0.41
H 0.108 -1.574 0.122 0.10 0.54 -0.51
H -2.471 1.307 0.601 0.78 -0.38 0.03
N 1.830 -0.818 -0.742 -3.55 0.24 1.71
C -1.750 0.468 0.687 0.08 -0.87 -0.60
S -0.038 0.952 0.070 -1.14 -0.74 0.57
H -1.783 0.034 1.704 0.38 0.59 -0.36
O 2.363 0.450 -0.897 1.97 -0.55 -1.20
H 3.220 0.196 -1.327 -0.95 0.89 0.52
H -2.094 -0.351 0.020 0.08 0.66 0.26
```
Forces are in eV/Å.

Its LUMO energy is 0.93 eV. Its spin multiplicity is 1. The calculation puts the total energy at -16525.7407 eV. The calculation puts the orbital gap at 9.61 eV. The molecular weight is 91.135 g/mol. The energy above the lowest of the compared OMol25 structures with the same formula, charge and spin comes out at 60.9 kcal per mole. As for the net charge: 0. The HOMO energy comes out at -0.3190 Ha. The structure (SMILES) is CS/C=N\O.


Repeat the third record exactly.
Below is a 2-piece molecular cluster, CH3IOS overall in a non-equilibrium geometry, with properties calculated with ωB97M-V/def2-TZVPD.

```
7
Properties=species:S:1:pos:R:3:forces:R:3
I -4.896 0.051 -0.077 0.02 0.01 0.00
S 1.265 1.553 0.265 -0.12 0.27 -0.07
H -0.238 3.595 0.488 0.35 -1.36 -0.45
C -0.121 2.510 0.784 -0.32 1.49 1.42
H -1.085 1.990 0.787 0.29 -0.01 -0.31
H 0.197 2.610 1.825 -0.42 0.03 0.47
O 1.066 1.263 -1.167 0.19 -0.42 -1.06
```
Forces are in eV/Å.

Its LUMO energy (alpha / beta) is -0.85 / -3.43 eV. Its spin multiplicity is 1. The calculation puts the total energy at -22066.7634 eV. The calculation puts the orbital gap (alpha / beta) at 9.37 / 5.37 eV. The molecular weight is 190.005 g/mol. The energy above the lowest of the compared OMol25 structures with the same formula, charge and spin comes out at 30.4 kcal per mole. As for the net charge: 0. The HOMO energy (alpha / beta) comes out at -0.3756 / -0.3234 Ha.


Q: Number 1 is which compound?
A: C21H29N2O2S